Below is 2 unconnected molecules or ions with the total composition CH7BrN3, with properties calculated with ωB97M-V with the def2-TZVPD basis set.

ORCA input file:
```
! wB97M-V def2-TZVPD RIJCOSX def2/J DEFGRID3
* xyz 1 1
C -0.322 -0.093 -0.148
N -0.728 -1.318 0.129
N 0.618 0.067 -1.231
N 0.355 0.536 1.038
Br 1.382 1.770 -1.427
H -1.847 1.177 -0.233
H 0.017 -1.949 0.497
H -1.331 -1.990 -0.472
H 0.184 -0.380 -2.029
H -0.351 0.528 1.840
H 0.709 1.552 0.742
H 1.313 0.099 1.293
*
```

Output
ΔE to the lowest compared entry with this formula, charge and spin in kJ/mol: 460.6
HOMO level (alpha / beta) in eV: -13.59 / -13.60